Computed, not measured: a cluster of 3 separate species, C26H59BBrCl2N2O11P2S in total in a non-equilibrium geometry, with ωB97M-V/def2-TZVPD.

The geometry in XYZ format:
```
105
C26H59BBrCl2N2O11P2S | the OMol25 dataset | ωB97M-V/def2-TZVPD
C 1.237 -1.733 -4.702
C 1.919 -0.572 -3.998
O 1.213 -0.147 -2.789
P 1.778 -0.706 -1.435
O 3.103 -0.209 -1.036
C 0.506 -0.271 -0.225
C 0.797 1.143 0.296
C 0.143 1.885 1.482
N -0.510 1.196 2.678
C 0.221 -0.115 2.937
C 1.753 -0.272 2.819
C 2.800 0.855 2.694
C 3.996 0.339 1.880
S 5.366 1.481 1.854
O 5.060 2.554 0.972
O 6.557 0.723 1.673
Cl 5.427 2.262 3.744
C -1.995 0.892 2.366
Cl -2.564 -0.651 3.158
C -2.256 0.573 0.877
O -3.639 0.368 0.740
C -4.140 0.729 -0.553
C -3.024 1.944 2.841
P -3.475 3.391 1.728
O -4.895 3.343 1.343
O -2.845 2.448 4.157
C -1.675 2.038 4.838
C -1.888 0.800 5.730
C -0.444 2.123 3.900
Br -0.488 4.057 3.377
B 0.934 2.067 4.797
O 2.013 2.784 4.330
N 1.022 1.312 6.035
C 0.748 2.296 7.125
C 2.335 0.690 6.269
O 1.698 -2.285 -1.613
C 2.315 -3.085 -0.586
C 3.806 -3.308 -0.823
H 0.230 -1.913 -4.337
H 1.804 -2.648 -4.549
H 1.239 -1.559 -5.771
H 1.989 0.298 -4.642
H 2.938 -0.850 -3.736
H 0.507 -1.095 0.483
H -0.431 -0.339 -0.775
H 1.878 1.186 0.422
H 0.652 1.789 -0.572
H -0.568 2.616 1.114
H 0.931 2.493 1.913
H -0.103 -0.466 3.908
H -0.217 -0.806 2.227
H 2.074 -0.849 3.688
H 1.955 -0.968 2.005
H 3.185 1.099 3.677
H 2.486 1.796 2.256
H 3.748 0.168 0.831
H 4.380 -0.561 2.359
H -1.763 -0.373 0.657
H -1.950 1.360 0.191
H -3.437 0.444 -1.337
H -5.045 0.155 -0.715
H -4.386 1.789 -0.589
H -3.981 1.430 2.849
H -2.584 3.431 0.632
H -3.185 4.511 2.516
H -1.498 2.847 5.543
H -1.817 1.083 6.776
H -2.903 0.446 5.581
H -1.194 -0.014 5.571
H 2.254 3.523 4.896
H 0.161 1.845 7.922
H 1.686 2.649 7.561
H 0.240 3.193 6.762
H 3.167 1.395 6.269
H 2.307 0.224 7.254
H 2.494 -0.123 5.565
H 2.164 -2.661 0.409
H 1.788 -4.035 -0.598
H 4.038 -3.130 -1.869
H 4.380 -2.570 -0.267
H 4.116 -4.299 -0.508
C -8.396 0.038 -3.219
C -7.324 -1.039 -3.160
C -7.784 -2.320 -3.838
O -6.960 -1.302 -1.802
H -9.298 -0.295 -2.698
H -8.052 0.949 -2.729
H -8.663 0.275 -4.249
H -6.416 -0.677 -3.644
H -8.668 -2.720 -3.334
H -7.005 -3.082 -3.788
H -8.034 -2.147 -4.885
H -7.744 -1.625 -1.345
C 4.681 -3.542 -8.248
C 3.474 -2.621 -8.308
C 3.655 -1.528 -9.350
O 3.229 -2.042 -7.021
H 5.576 -2.979 -7.968
H 4.534 -4.319 -7.497
H 4.863 -4.020 -9.211
H 2.582 -3.204 -8.542
H 4.520 -0.907 -9.102
H 2.780 -0.878 -9.380
H 3.809 -1.950 -10.343
H 4.004 -1.520 -6.788
```

Properties
LUMO ... -2.8 eV
Energy relative to the best compared isomer or geometry (same formula, charge and spin) ... 0.0 kJ/mol
Electronic energy ... -178591.740 eV
Net charge ... +1
Kohn-Sham gap ... 0.335 Eh
E_HOMO ... -11.915 eV